# 1
DFT (ωB97M-V/def2-TZVPD) results for a structure of composition C45H47KN5Si2.

Element x y z (Å)
K (0.61, 0.28, 0.31)
C (-3.22, 1.33, -0.64)
N (-2.27, 1.71, 0.39)
C (-2.19, 3.16, 0.54)
C (-0.81, 3.76, 0.36)
C (-0.54, 5.03, 0.86)
C (0.73, 5.56, 0.70)
C (1.69, 4.81, 0.06)
C (1.33, 3.55, -0.42)
N (0.11, 3.04, -0.28)
C (-2.53, 0.97, 1.61)
C (-1.66, 1.33, 2.80)
C (-2.09, 1.01, 4.08)
C (-1.25, 1.28, 5.15)
C (-0.02, 1.88, 4.91)
C (0.32, 2.17, 3.60)
N (-0.48, 1.90, 2.57)
C (-3.12, -0.12, -1.05)
C (-4.25, -0.93, -1.10)
C (-4.11, -2.24, -1.57)
C (-2.87, -2.68, -1.97)
C (-1.79, -1.80, -1.86)
N (-1.91, -0.55, -1.41)
H (-3.00, 1.93, -1.53)
H (-4.26, 1.54, -0.34)
H (-2.59, 3.49, 1.51)
H (-2.84, 3.62, -0.22)
H (-1.32, 5.58, 1.38)
H (0.96, 6.54, 1.10)
H (2.71, 5.16, -0.06)
H (2.06, 2.92, -0.91)
H (-2.37, -0.09, 1.40)
H (-3.58, 1.07, 1.93)
H (-3.05, 0.54, 4.23)
H (-1.55, 1.02, 6.16)
H (0.67, 2.10, 5.71)
H (1.27, 2.63, 3.36)
H (-5.20, -0.55, -0.77)
H (-4.97, -2.90, -1.60)
H (-2.70, -3.69, -2.31)
H (-0.80, -2.11, -2.14)
C (-2.91, -6.44, -0.06)
C (-3.06, -5.27, 0.67)
C (-2.03, -4.34, 0.69)
C (-0.82, -4.53, 0.02)
C (-0.69, -5.74, -0.68)
C (-1.72, -6.67, -0.73)
Si (0.55, -3.17, 0.21)
C (1.64, -3.34, -1.36)
C (1.17, -3.72, -2.63)
C (1.94, -3.57, -3.78)
C (3.21, -3.03, -3.70)
C (3.70, -2.63, -2.46)
C (2.92, -2.79, -1.32)
C (1.59, -4.09, 1.56)
C (1.12, -4.08, 2.88)
C (1.80, -4.70, 3.92)
C (3.02, -5.33, 3.67)
C (3.52, -5.34, 2.38)
C (2.81, -4.73, 1.34)
H (-3.71, -7.18, -0.09)
H (-3.98, -5.08, 1.21)
H (-2.18, -3.41, 1.24)
H (0.24, -5.96, -1.18)
H (-1.58, -7.59, -1.30)
H (0.17, -4.14, -2.74)
H (1.54, -3.87, -4.74)
H (3.81, -2.88, -4.59)
H (4.67, -2.16, -2.38)
H (3.31, -2.41, -0.38)
H (0.19, -3.57, 3.11)
H (1.40, -4.68, 4.92)
H (3.57, -5.79, 4.48)
H (4.47, -5.81, 2.16)
H (3.22, -4.76, 0.34)
C (5.75, -0.71, 1.66)
Si (4.07, 0.14, 1.81)
C (4.37, 1.79, 2.69)
C (3.05, -0.89, 3.00)
N (3.20, 0.34, 0.38)
C (3.63, 0.62, -0.87)
C (4.98, 0.91, -1.22)
C (5.36, 1.15, -2.53)
C (4.45, 1.14, -3.58)
C (3.12, 0.88, -3.27)
C (2.72, 0.64, -1.97)
H (5.97, -1.25, 2.58)
H (6.56, 0.00, 1.48)
H (5.75, -1.43, 0.84)
H (5.17, 1.72, 3.44)
H (3.47, 2.12, 3.21)
H (4.65, 2.56, 1.97)
H (3.52, -0.91, 3.99)
H (2.96, -1.93, 2.66)
H (2.04, -0.51, 3.13)
H (5.73, 0.93, -0.44)
H (6.41, 1.36, -2.73)
H (4.76, 1.32, -4.60)
H (2.37, 0.86, -4.06)
H (1.67, 0.43, -1.79)

Calculated values
energy above the lowest of the compared OMol25 structures with the same formula, charge and spin: 3.66 kJ/mol
charge: -1



# 2
DFT (ωB97M-V/def2-TZVPD) results for a structure of composition C45H48As2InN10O8SSi in a non-equilibrium geometry.

Element x y z (Å)
In (-0.73, -1.17, -0.94)
N (1.70, -2.81, 1.84)
N (2.79, -2.07, 1.35)
C (3.15, -2.13, 0.06)
N (4.39, -1.68, -0.20)
S (2.09, -2.59, -1.19)
H (2.12, -3.51, 2.44)
H (1.33, -3.33, 1.02)
H (3.03, -1.23, 1.94)
H (5.06, -1.65, 0.55)
H (4.74, -1.80, -1.15)
C (-0.53, -6.45, -3.42)
C (-0.66, -5.64, -4.52)
C (-0.77, -4.24, -4.32)
C (-0.79, -3.70, -3.03)
C (-0.83, -4.58, -1.91)
C (-0.61, -5.92, -2.10)
N (-0.56, -2.33, -2.86)
N (-0.16, -1.70, -3.93)
C (-0.18, -0.32, -3.73)
C (-0.02, 0.45, -4.90)
C (-0.27, 1.80, -4.87)
C (-0.71, 2.37, -3.69)
C (-0.78, 1.66, -2.50)
C (-0.52, 0.29, -2.49)
H (-0.34, -7.52, -3.51)
H (-0.65, -6.12, -5.51)
H (-0.67, -3.56, -5.14)
H (-1.01, -4.19, -0.89)
H (-0.49, -6.61, -1.25)
H (0.26, -0.06, -5.82)
H (-0.10, 2.37, -5.76)
H (-0.97, 3.42, -3.69)
H (-1.02, 2.19, -1.59)
N (-4.32, 2.62, 0.91)
C (-3.16, 2.02, 1.16)
N (-2.92, 1.08, 0.21)
C (-3.99, 1.22, -0.63)
N (-4.86, 2.13, -0.24)
C (-4.22, 0.50, -1.86)
C (-5.22, 0.98, -2.70)
N (-5.46, 0.40, -3.88)
C (-4.82, -0.74, -4.15)
C (-3.90, -1.25, -3.24)
N (-3.55, -0.62, -2.11)
H (-4.83, 3.30, 1.50)
H (-2.51, 2.27, 2.00)
H (-5.77, 1.87, -2.46)
H (-5.04, -1.23, -5.11)
H (-3.44, -2.24, -3.37)
C (-0.45, -5.64, 3.76)
C (-0.19, -4.33, 4.19)
C (-0.65, -3.28, 3.42)
C (-1.37, -3.49, 2.25)
C (-1.63, -4.81, 1.85)
C (-1.24, -5.89, 2.65)
Si (-2.00, -1.96, 1.32)
C (-3.87, -2.24, 1.04)
C (-4.80, -1.38, 1.68)
C (-6.15, -1.51, 1.52)
C (-6.62, -2.52, 0.68)
C (-5.74, -3.35, -0.02)
C (-4.36, -3.19, 0.17)
H (0.01, -6.49, 4.31)
H (0.45, -4.16, 5.06)
H (-0.43, -2.28, 3.75)
H (-2.07, -5.05, 0.90)
H (-1.51, -6.92, 2.41)
H (-1.81, -0.80, 2.28)
H (-4.46, -0.57, 2.32)
H (-6.89, -0.86, 1.97)
H (-7.71, -2.63, 0.56)
H (-6.10, -4.13, -0.69)
H (-3.71, -3.78, -0.46)
C (3.85, 0.83, 5.39)
O (4.06, 1.70, 4.21)
C (3.57, 1.20, 3.06)
O (3.08, 0.06, 3.02)
C (3.52, 2.08, 1.87)
C (4.41, 3.08, 1.65)
As (4.33, 4.06, -0.04)
C (4.30, 5.92, 0.82)
C (2.18, 4.04, -0.16)
C (2.19, 2.87, -0.86)
As (2.31, 1.39, 0.45)
C (0.69, 2.00, 1.45)
C (2.52, 2.74, -2.32)
O (2.60, 3.67, -3.11)
O (2.57, 1.37, -2.66)
C (3.44, 1.17, -3.79)
C (0.99, 4.93, 0.10)
O (-0.09, 4.84, -0.49)
O (1.24, 5.94, 1.05)
C (-0.01, 6.51, 1.54)
C (5.74, 3.46, 2.25)
O (6.76, 3.09, 1.70)
O (5.79, 4.13, 3.42)
C (4.74, 4.87, 4.07)
H (4.39, 1.35, 6.19)
H (4.36, -0.14, 5.23)
H (2.80, 0.67, 5.55)
H (5.34, 6.14, 1.06)
H (3.67, 5.93, 1.72)
H (3.92, 6.67, 0.10)
H (0.83, 2.96, 1.98)
H (0.41, 1.22, 2.16)
H (-0.09, 2.14, 0.70)
H (3.50, 0.09, -3.95)
H (4.44, 1.60, -3.63)
H (3.00, 1.58, -4.74)
H (0.26, 7.20, 2.32)
H (-0.67, 5.71, 1.94)
H (-0.54, 7.03, 0.74)
H (4.98, 5.92, 3.87)
H (4.90, 4.68, 5.14)
H (3.74, 4.57, 3.74)

Calculated values
energy above the lowest of the compared OMol25 structures with the same formula, charge and spin: 0.00 kJ/mol
charge: +1



# 3
DFT (ωB97M-V/def2-TZVPD) results for a structure of composition C45H48BrClN8O9Tc.

Element x y z (Å)
Tc (1.38, -1.33, 1.49)
C (0.60, -4.95, 3.55)
O (1.13, -4.69, 4.84)
C (1.60, -3.47, 5.16)
C (1.90, -3.29, 6.50)
C (2.39, -2.09, 7.01)
C (2.61, -1.04, 6.15)
C (2.32, -1.19, 4.78)
C (2.79, -0.16, 3.90)
N (2.62, -0.16, 2.63)
N (3.36, 0.74, 1.86)
C (3.62, 0.14, 0.73)
O (3.22, -1.07, 0.45)
C (4.34, 0.89, -0.33)
C (4.71, 2.22, -0.13)
C (5.28, 2.94, -1.16)
C (5.47, 2.34, -2.41)
C (5.12, 1.02, -2.60)
C (4.55, 0.29, -1.56)
C (1.82, -2.40, 4.26)
O (1.60, -2.56, 2.97)
H (-0.14, -4.20, 3.28)
H (0.14, -5.93, 3.63)
H (1.39, -4.97, 2.79)
H (1.74, -4.14, 7.16)
H (2.62, -2.00, 8.06)
H (3.00, -0.10, 6.51)
H (3.42, 0.63, 4.30)
H (4.55, 2.67, 0.84)
H (5.57, 3.97, -1.01)
H (5.90, 2.92, -3.22)
H (5.27, 0.55, -3.56)
H (4.27, -0.74, -1.70)
Br (-3.64, 3.65, 3.20)
C (-3.62, 1.77, 2.99)
C (-4.83, 1.09, 2.91)
N (-4.90, -0.23, 2.79)
C (-3.76, -0.91, 2.74)
C (-2.50, -0.31, 2.81)
C (-2.43, 1.07, 2.92)
C (-1.30, -1.19, 2.66)
O (-1.40, -2.40, 2.71)
O (-0.18, -0.54, 2.43)
H (-5.77, 1.63, 2.95)
H (-3.83, -1.98, 2.65)
H (-1.47, 1.57, 2.97)
C (-1.68, -5.31, 0.84)
C (-0.51, -5.77, -0.02)
C (0.09, -4.68, -0.96)
C (1.12, -5.31, -1.89)
C (1.80, -4.30, -2.82)
C (-1.08, -4.14, -1.76)
O (-1.57, -4.72, -2.70)
N (-1.63, -2.97, -1.29)
C (-1.12, -2.13, -0.30)
O (-1.74, -1.13, 0.00)
N (0.08, -2.48, 0.24)
C (0.74, -3.62, -0.10)
O (1.88, -3.75, 0.32)
H (-1.97, -6.11, 1.51)
H (-2.54, -5.06, 0.23)
H (-1.44, -4.44, 1.45)
H (-0.83, -6.58, -0.68)
H (0.32, -6.14, 0.59)
H (0.60, -6.06, -2.49)
H (1.87, -5.82, -1.28)
H (1.06, -3.76, -3.41)
H (2.47, -4.81, -3.51)
H (2.39, -3.59, -2.25)
H (-2.49, -2.66, -1.72)
C (-2.64, 5.91, -0.92)
C (-1.28, 5.34, -1.33)
C (-0.20, 6.16, -0.60)
C (-1.07, 5.56, -2.83)
C (-1.17, 3.83, -0.92)
O (-0.85, 3.75, 0.48)
C (-2.48, 3.02, -1.08)
C (-3.21, 2.91, -2.43)
C (-2.66, 1.94, -3.45)
C (-2.63, 0.58, -3.18)
C (-2.21, -0.34, -4.13)
C (-1.79, 0.12, -5.37)
Cl (-1.23, -1.02, -6.55)
C (-1.82, 1.47, -5.67)
C (-2.27, 2.36, -4.72)
C (0.06, 3.22, -1.60)
N (0.42, 1.88, -1.14)
C (0.53, 1.38, 0.08)
N (0.95, 0.12, 0.00)
C (1.12, -0.08, -1.34)
N (0.82, 0.96, -2.06)
H (-2.65, 6.99, -1.11)
H (-2.84, 5.77, 0.14)
H (-3.46, 5.47, -1.49)
H (-0.30, 7.21, -0.90)
H (0.81, 5.84, -0.86)
H (-0.30, 6.10, 0.48)
H (-1.29, 6.60, -3.07)
H (-1.71, 4.94, -3.45)
H (-0.03, 5.37, -3.13)
H (-1.62, 4.04, 0.99)
H (-3.19, 3.48, -0.38)
H (-2.30, 2.01, -0.69)
H (-3.31, 3.90, -2.89)
H (-4.23, 2.59, -2.21)
H (-2.93, 0.22, -2.20)
H (-2.18, -1.39, -3.91)
H (-1.51, 1.80, -6.65)
H (-2.32, 3.42, -4.97)
H (0.92, 3.86, -1.42)
H (-0.09, 3.12, -2.67)
H (0.29, 1.91, 0.98)
H (1.49, -1.00, -1.76)

Calculated values
energy above the lowest of the compared OMol25 structures with the same formula, charge and spin: 0.00 kJ/mol
multiplicity: 4



# 4
DFT (ωB97M-V/def2-TZVPD) results for a cluster of 11 separate species, C45H48ClF3N5O6 in total in a non-equilibrium geometry.

Element x y z (Å)
Cl (-0.61, 0.13, -0.67)
O (-1.95, -0.02, -1.13)
O (-0.07, -1.07, -0.93)
O (0.13, 1.15, -1.34)
O (-0.63, 0.43, 0.73)
N (-2.92, -5.52, -5.02)
C (-3.75, -6.08, -5.96)
C (-5.04, -5.68, -6.01)
C (-5.59, -4.79, -5.05)
C (-4.75, -4.32, -4.05)
C (-3.38, -4.63, -4.08)
H (-3.28, -6.68, -6.72)
H (-5.59, -6.14, -6.81)
H (-6.59, -4.40, -5.05)
H (-5.12, -3.65, -3.29)
H (-2.68, -4.28, -3.32)
N (-5.10, 4.50, 2.27)
C (-6.33, 4.67, 2.83)
C (-7.33, 3.71, 2.71)
C (-7.06, 2.50, 2.10)
C (-5.88, 2.36, 1.40)
C (-4.98, 3.37, 1.53)
H (-6.55, 5.59, 3.34)
H (-8.30, 3.92, 3.14)
H (-7.67, 1.61, 2.15)
H (-5.68, 1.45, 0.85)
H (-4.07, 3.14, 1.01)
N (7.91, 0.48, -1.19)
C (6.60, 0.80, -1.49)
C (6.21, 1.98, -2.04)
C (7.15, 3.03, -2.01)
C (8.46, 2.75, -1.66)
C (8.76, 1.48, -1.28)
H (5.93, -0.04, -1.63)
H (5.17, 2.19, -2.23)
H (6.86, 3.95, -2.50)
H (9.26, 3.45, -1.85)
H (9.76, 1.16, -1.03)
N (4.43, -0.76, 3.99)
C (4.79, -1.67, 4.95)
C (4.62, -3.03, 4.77)
C (4.23, -3.54, 3.55)
C (3.92, -2.63, 2.50)
C (3.95, -1.25, 2.85)
H (5.13, -1.24, 5.88)
H (4.83, -3.71, 5.58)
H (4.14, -4.61, 3.44)
H (3.50, -2.88, 1.54)
H (3.46, -0.55, 2.18)
N (-4.46, 1.14, 6.63)
C (-4.38, 0.27, 5.64)
C (-4.81, -1.07, 5.64)
C (-5.42, -1.51, 6.83)
C (-5.39, -0.66, 7.95)
C (-4.99, 0.68, 7.77)
H (-3.86, 0.65, 4.77)
H (-4.77, -1.62, 4.71)
H (-5.74, -2.54, 6.90)
H (-5.81, -0.96, 8.90)
H (-4.99, 1.39, 8.59)
C (0.03, 1.01, 5.74)
O (-0.01, 2.16, 4.95)
H (-0.27, 0.15, 5.15)
H (1.03, 0.83, 6.15)
H (-0.65, 1.10, 6.58)
H (-0.21, 1.93, 4.04)
C (3.27, 4.25, 1.86)
O (3.26, 5.45, 2.59)
H (3.16, 3.37, 2.50)
H (2.37, 4.27, 1.24)
H (4.23, 4.17, 1.35)
H (3.77, 6.12, 2.14)
F (2.12, 8.13, -2.51)
C (2.67, 7.34, -3.41)
C (2.36, 5.98, -3.50)
C (3.01, 5.22, -4.46)
C (4.08, 5.81, -5.14)
C (4.38, 7.16, -5.03)
C (3.67, 7.94, -4.17)
H (1.61, 5.54, -2.85)
H (2.74, 4.19, -4.63)
H (4.63, 5.20, -5.83)
H (5.19, 7.58, -5.61)
H (3.73, 9.00, -4.01)
F (-3.00, -7.08, 5.85)
C (-2.74, -6.37, 4.75)
C (-1.90, -5.23, 4.81)
C (-1.68, -4.45, 3.65)
C (-2.49, -4.71, 2.56)
C (-3.31, -5.87, 2.48)
C (-3.49, -6.63, 3.59)
H (-1.30, -5.05, 5.69)
H (-1.04, -3.58, 3.61)
H (-2.36, -4.10, 1.67)
H (-3.78, -6.15, 1.54)
H (-4.27, -7.37, 3.69)
F (3.16, 0.09, -7.13)
C (2.35, -0.82, -7.65)
C (1.20, -1.06, -6.94)
C (0.24, -1.89, -7.53)
C (0.53, -2.57, -8.72)
C (1.73, -2.26, -9.40)
C (2.62, -1.34, -8.92)
H (1.01, -0.63, -5.97)
H (-0.69, -2.10, -7.03)
H (-0.13, -3.29, -9.18)
H (1.93, -2.74, -10.35)
H (3.50, -1.12, -9.50)

Calculated values
calculated total energy: -3228.19557 a.u.
charge: -1



Repeat the first record exactly.
DFT (ωB97M-V/def2-TZVPD) results for a structure of composition C45H47KN5Si2.

Element x y z (Å)
K (0.61, 0.28, 0.31)
C (-3.22, 1.33, -0.64)
N (-2.27, 1.71, 0.39)
C (-2.19, 3.16, 0.54)
C (-0.81, 3.76, 0.36)
C (-0.54, 5.03, 0.86)
C (0.73, 5.56, 0.70)
C (1.69, 4.81, 0.06)
C (1.33, 3.55, -0.42)
N (0.11, 3.04, -0.28)
C (-2.53, 0.97, 1.61)
C (-1.66, 1.33, 2.80)
C (-2.09, 1.01, 4.08)
C (-1.25, 1.28, 5.15)
C (-0.02, 1.88, 4.91)
C (0.32, 2.17, 3.60)
N (-0.48, 1.90, 2.57)
C (-3.12, -0.12, -1.05)
C (-4.25, -0.93, -1.10)
C (-4.11, -2.24, -1.57)
C (-2.87, -2.68, -1.97)
C (-1.79, -1.80, -1.86)
N (-1.91, -0.55, -1.41)
H (-3.00, 1.93, -1.53)
H (-4.26, 1.54, -0.34)
H (-2.59, 3.49, 1.51)
H (-2.84, 3.62, -0.22)
H (-1.32, 5.58, 1.38)
H (0.96, 6.54, 1.10)
H (2.71, 5.16, -0.06)
H (2.06, 2.92, -0.91)
H (-2.37, -0.09, 1.40)
H (-3.58, 1.07, 1.93)
H (-3.05, 0.54, 4.23)
H (-1.55, 1.02, 6.16)
H (0.67, 2.10, 5.71)
H (1.27, 2.63, 3.36)
H (-5.20, -0.55, -0.77)
H (-4.97, -2.90, -1.60)
H (-2.70, -3.69, -2.31)
H (-0.80, -2.11, -2.14)
C (-2.91, -6.44, -0.06)
C (-3.06, -5.27, 0.67)
C (-2.03, -4.34, 0.69)
C (-0.82, -4.53, 0.02)
C (-0.69, -5.74, -0.68)
C (-1.72, -6.67, -0.73)
Si (0.55, -3.17, 0.21)
C (1.64, -3.34, -1.36)
C (1.17, -3.72, -2.63)
C (1.94, -3.57, -3.78)
C (3.21, -3.03, -3.70)
C (3.70, -2.63, -2.46)
C (2.92, -2.79, -1.32)
C (1.59, -4.09, 1.56)
C (1.12, -4.08, 2.88)
C (1.80, -4.70, 3.92)
C (3.02, -5.33, 3.67)
C (3.52, -5.34, 2.38)
C (2.81, -4.73, 1.34)
H (-3.71, -7.18, -0.09)
H (-3.98, -5.08, 1.21)
H (-2.18, -3.41, 1.24)
H (0.24, -5.96, -1.18)
H (-1.58, -7.59, -1.30)
H (0.17, -4.14, -2.74)
H (1.54, -3.87, -4.74)
H (3.81, -2.88, -4.59)
H (4.67, -2.16, -2.38)
H (3.31, -2.41, -0.38)
H (0.19, -3.57, 3.11)
H (1.40, -4.68, 4.92)
H (3.57, -5.79, 4.48)
H (4.47, -5.81, 2.16)
H (3.22, -4.76, 0.34)
C (5.75, -0.71, 1.66)
Si (4.07, 0.14, 1.81)
C (4.37, 1.79, 2.69)
C (3.05, -0.89, 3.00)
N (3.20, 0.34, 0.38)
C (3.63, 0.62, -0.87)
C (4.98, 0.91, -1.22)
C (5.36, 1.15, -2.53)
C (4.45, 1.14, -3.58)
C (3.12, 0.88, -3.27)
C (2.72, 0.64, -1.97)
H (5.97, -1.25, 2.58)
H (6.56, 0.00, 1.48)
H (5.75, -1.43, 0.84)
H (5.17, 1.72, 3.44)
H (3.47, 2.12, 3.21)
H (4.65, 2.56, 1.97)
H (3.52, -0.91, 3.99)
H (2.96, -1.93, 2.66)
H (2.04, -0.51, 3.13)
H (5.73, 0.93, -0.44)
H (6.41, 1.36, -2.73)
H (4.76, 1.32, -4.60)
H (2.37, 0.86, -4.06)
H (1.67, 0.43, -1.79)

Calculated values
energy above the lowest of the compared OMol25 structures with the same formula, charge and spin: 3.66 kJ/mol
charge: -1